This record from the Open Molecules 2025 dataset describes a 11-piece molecular cluster, C43H105N3O19 overall at a distorted geometry. The level of theory is ωB97M-V/def2-TZVPD.

Results
- Orbital gap: 8.2 eV
- Strongest force on any atom: 2.52 eV/A
- SMILES string: CC1(C)CCCC(C)(C)N1O.CC1(C)CCCC(C)(C)N1O.CC1(C)CCCC(C)(C)N1O.OCCO.OCCO.OCCO.OCCO.OCCO.OCCO.OCCO.OCCO
- E_LUMO: 0.05 eV
- Electronic energy: -3294.83031 Ha
- Spin multiplicity: 1

Each line ends with the Löwdin charge.
CARTESIAN COORDINATES (ANGSTROEM)
O1 -2.962 -3.121 -3.950  -0.077
O2 -0.178 4.719 2.363  -0.070
O3 -1.254 -0.394 -4.295  -0.080
O4 0.092 1.594 1.778  -0.025
O5 -2.022 -4.634 1.044  -0.079
O6 -0.018 2.152 -4.774  -0.092
O7 5.087 2.765 4.396  -0.053
O8 -4.336 3.341 -1.866  -0.043
O9 4.384 -0.389 5.029  -0.045
O10 -4.846 -5.460 1.539  -0.062
O11 4.375 -4.392 -8.225  -0.015
O12 -2.312 -4.068 -1.547  -0.095
O13 5.769 5.497 -0.581  -0.069
O14 5.974 4.666 2.061  -0.066
O15 2.296 6.144 2.956  -0.059
O16 2.314 6.046 -1.661  -0.080
O17 -3.035 2.724 -4.513  -0.070
O18 -1.905 0.171 7.073  0.002
O19 1.620 0.377 3.980  -0.092
N1 0.307 0.614 0.772  -0.104
N2 3.758 -4.158 -6.980  -0.106
N3 -3.094 0.792 6.698  -0.125
C1 3.048 -2.528 -5.267  -0.126
C2 -3.268 1.027 5.258  -0.469
C3 3.214 -1.162 5.021  -0.265
C4 -3.806 -5.414 2.514  -0.221
C5 -5.226 1.698 7.292  -0.145
C6 -3.781 -2.699 -2.860  -0.218
C7 0.642 0.911 -5.026  -0.199
C8 -1.163 -1.002 1.906  -0.009
C9 5.544 3.323 2.064  -0.215
C10 2.256 -0.914 3.885  -0.227
C11 -0.804 -0.285 0.594  -0.455
C12 -4.832 -0.795 7.580  -0.043
C13 4.581 6.226 -0.762  -0.257
C14 0.328 -1.030 -1.655  -0.175
C15 -4.183 0.584 7.626  -0.516
C16 0.714 2.182 -1.207  -0.001
C17 1.436 5.718 3.988  -0.245
C18 0.680 4.473 3.480  -0.233
C19 -1.954 0.541 0.006  -0.031
C20 1.562 -4.870 -7.863  -0.037
C21 -0.451 -0.077 -5.414  -0.227
C22 -2.797 -4.306 2.211  -0.220
C23 -0.517 -1.408 -0.485  -0.118
C24 -3.785 0.895 9.067  -0.047
C25 2.002 -4.862 -5.386  -0.127
C26 4.499 3.009 3.120  -0.222
C27 3.135 -6.535 -6.921  -0.042
C28 -5.654 1.795 5.843  -0.181
C29 -1.948 1.665 4.762  -0.032
C30 -3.917 1.886 -3.737  -0.213
C31 -3.691 -3.817 -1.799  -0.225
C32 -3.601 -0.302 4.504  -0.022
C33 3.660 -2.735 -6.663  -0.508
C34 2.807 -1.909 -7.641  -0.024
C35 -4.414 2.005 4.952  -0.129
C36 1.522 -0.149 -1.242  -0.123
C37 -3.734 2.130 -2.254  -0.262
C38 5.077 -2.131 -6.502  -0.037
C39 1.180 1.036 -0.316  -0.487
C40 2.624 -5.108 -6.786  -0.500
C41 1.785 -3.387 -5.113  -0.198
C42 3.585 5.400 -1.570  -0.236
C43 2.532 1.414 0.303  -0.048
H1 2.836 -2.222 -8.685  0.085
H2 1.165 0.704 -4.083  0.097
H3 2.826 -0.798 2.945  0.114
H4 -6.224 0.903 5.569  0.105
H5 2.423 2.328 0.896  0.075
H6 -4.956 2.108 -3.989  0.123
H7 -2.237 -3.581 -3.498  0.075
H8 -2.699 2.177 -5.226  0.069
H9 1.118 -5.472 -5.183  0.122
H10 3.446 -2.234 5.012  0.117
H11 0.904 -5.744 -7.873  0.087
H12 1.366 1.245 -5.772  0.126
H13 5.247 3.011 1.061  0.115
H14 2.685 -5.341 -4.673  0.120
H15 -3.624 0.867 -3.995  0.106
H16 -2.044 -0.789 7.122  0.097
H17 0.786 6.428 4.503  0.122
H18 -1.623 -1.271 -4.460  0.072
H19 4.799 7.187 -1.239  0.117
H20 2.683 -1.505 -5.177  0.112
H21 -1.537 -1.676 -0.788  0.093
H22 -3.253 -3.328 2.045  0.107
H23 -5.222 -1.149 8.543  0.081
H24 -3.030 0.287 9.571  0.082
H25 -2.127 -1.508 1.850  0.061
H26 0.790 -1.851 -2.206  0.106
H27 -4.141 1.292 -1.684  0.115
H28 1.416 -3.261 -4.087  0.098
H29 -4.789 2.639 7.633  0.117
H30 -3.267 -6.359 2.467  0.123
H31 3.284 -6.757 -7.977  0.082
H32 1.434 -1.606 3.663  0.108
H33 0.986 -3.955 -7.717  0.066
H34 -1.232 -0.192 2.634  0.061
H35 -1.849 0.798 -1.047  0.053
H36 3.772 3.819 3.225  0.107
H37 -4.875 1.804 3.984  0.115
H38 -2.088 1.983 3.724  0.081
H39 -4.630 0.838 9.755  0.085
H40 1.573 2.757 -1.551  0.084
H41 1.760 -1.925 -7.338  0.055
H42 2.469 -7.248 -6.437  0.086
H43 -4.915 -4.576 1.167  0.064
H44 -4.212 4.015 -2.540  0.089
H45 2.886 0.729 1.087  0.070
H46 4.117 6.521 0.186  0.117
H47 -3.870 -0.196 3.454  0.076
H48 -0.456 -1.756 2.250  0.080
H49 1.946 5.961 -2.539  0.075
H50 3.886 2.145 2.846  0.095
H51 -4.262 -5.190 3.482  0.119
H52 5.014 -1.100 -6.158  0.083
H53 -0.518 2.193 1.315  0.081
H54 -1.101 0.980 4.796  0.069
H55 -2.299 -4.575 -0.711  0.055
H56 1.980 5.272 4.830  0.113
H57 3.506 4.426 -1.080  0.100
H58 -1.619 2.564 5.285  0.082
H59 0.083 4.077 4.302  0.110
H60 0.179 2.916 -0.590  0.086
H61 6.422 2.685 2.224  0.129
H62 5.563 -2.167 -7.480  0.079
H63 -1.295 -5.174 1.375  0.110
H64 -2.716 -0.945 4.550  0.071
H65 5.688 -2.703 -5.804  0.083
H66 -0.970 0.243 -6.327  0.125
H67 3.446 1.388 -0.293  0.093
H68 -4.830 -2.504 -3.073  0.121
H69 -4.361 -0.844 5.065  0.059
H70 5.913 5.336 0.364  0.037
H71 1.849 6.817 2.433  0.094
H72 -3.316 -1.775 -2.493  0.101
H73 4.114 -6.668 -6.453  0.086
H74 4.891 3.524 4.949  0.086
H75 3.125 -0.863 -7.634  0.083
H76 -5.654 -0.931 6.878  0.073
H77 2.166 -0.870 -0.726  0.124
H78 -6.109 1.586 7.929  0.122
H79 4.215 0.411 4.514  0.058
H80 -0.294 -2.408 -0.096  0.112
H81 -2.263 1.429 0.568  0.095
H82 3.707 -2.886 -4.476  0.125
H83 6.485 4.903 2.837  0.107
H84 -4.110 -1.619 7.491  0.080
H85 -3.394 1.915 9.065  0.087
H86 3.902 5.298 -2.610  0.122
H87 0.902 -3.004 -5.634  0.084
H88 2.712 -1.053 5.993  0.121
H89 2.033 0.162 -2.153  0.109
H90 5.208 -4.807 -7.976  0.107
H91 0.411 4.985 1.646  0.076
H92 -4.112 -4.726 -2.238  0.125
H93 1.917 -4.754 -8.889  0.084
H94 0.038 1.894 -2.010  0.066
H95 -4.069 3.030 5.084  0.122
H96 -0.292 -0.502 -2.390  0.078
H97 -6.300 2.657 5.670  0.112
H98 -2.175 -4.109 3.088  0.124
H99 -0.070 -1.038 -5.792  0.096
H100 -2.901 -0.017 0.030  0.088
H101 1.391 3.708 3.159  0.099
H102 -2.661 2.117 -2.020  0.092
H103 1.281 0.458 3.077  0.031
H104 -4.251 -3.554 -0.898  0.110
H105 -0.810 2.085 -4.227  0.044

Atoms 1-2, force components in eV/Å:
-0.380 0.160 -0.350
0.079 0.227 0.220